# C37H51BrN4O5SbSiTm

A structure of composition C37H51BrN4O5SbSiTm in a non-equilibrium geometry (ωB97M-V with the def2-TZVPD basis set, the Open Molecules 2025 dataset).

```
101
Properties=species:S:1:pos:R:3:forces:R:3:mulliken_spin:R:1
Tm 0.1106 -1.3009 -0.1621 -0.133 0.882 -0.266 2.022
O -0.3848 -5.2257 0.7203 0.786 -0.436 0.097 -0.001
C 0.1219 -4.1327 0.7571 -0.477 -0.858 -0.103 -0.001
O -0.6271 -3.0567 0.8297 0.249 0.952 -0.031 -0.004
C 1.6577 -3.7928 0.5813 0.575 -0.778 0.231 0.002
O 2.6111 -4.5062 0.8259 -1.181 -0.026 0.080 0.000
O 1.7592 -2.5969 0.1074 0.102 0.830 -0.410 -0.006
C 0.3809 4.3788 -2.6984 1.374 1.482 -1.454 0.000
C 1.1587 3.0871 -2.6321 -0.183 0.404 0.422 0.000
C 2.4062 2.9394 -3.2842 -1.702 0.932 -0.772 0.000
C 3.0114 1.7173 -3.2171 0.831 -0.181 0.032 0.000
C 2.4683 0.7745 -2.3509 -0.280 -0.322 0.726 0.001
Br 3.2985 -0.8723 -2.0452 0.428 -0.325 -0.238 0.000
N 1.3638 0.9207 -1.6137 -0.304 0.219 -1.029 -0.005
C 0.6583 2.0456 -1.8503 1.274 0.250 -0.051 0.002
H -0.4609 4.4643 -2.0552 -0.859 -0.539 0.513 0.000
H 0.0354 4.5836 -3.7636 0.439 -0.124 1.298 0.000
H 1.0325 5.2468 -2.3488 -0.567 -1.009 -0.744 0.000
H 2.7569 3.7373 -3.9962 -0.209 -0.842 1.057 0.000
H 3.9322 1.5555 -3.7805 -0.329 -0.337 0.331 0.000
H -0.2657 2.1397 -1.3060 -0.195 0.060 -0.011 -0.001
C -4.5787 -4.6745 -3.1318 -0.712 -2.096 -0.704 0.000
C -4.5987 -3.5207 -3.8995 -0.405 -0.444 0.756 0.000
C -3.5087 -2.6829 -3.9006 1.059 0.505 0.367 -0.001
C -2.3546 -2.9559 -3.1103 -1.224 -0.157 -0.103 0.000
C -2.4144 -4.1450 -2.3707 0.481 0.118 -0.566 -0.001
C -3.4398 -5.0746 -2.4438 -0.503 1.209 -0.633 0.000
Si -0.8457 -1.7795 -2.9305 -0.714 0.185 0.656 -0.002
C -1.4843 -0.1633 -3.7108 0.192 1.461 -0.740 0.000
C -2.7413 0.4406 -3.5757 -0.334 -0.176 0.797 0.000
C -3.0153 1.6617 -4.2203 -1.014 0.027 0.826 0.000
C -2.0657 2.3293 -4.9685 -1.498 1.270 -0.692 -0.001
C -0.8146 1.7760 -5.1261 0.037 0.624 -0.141 0.000
C -0.5613 0.6099 -4.4824 0.253 -2.080 1.352 0.000
H -5.4163 -5.4148 -3.2669 0.788 0.926 0.361 0.000
H -5.5203 -3.3619 -4.4329 0.041 0.521 -0.399 0.000
H -3.5321 -1.7724 -4.4809 -0.018 -0.019 -0.209 0.000
H -1.5838 -4.3823 -1.7596 0.923 -0.339 0.600 0.000
H -3.3321 -6.0666 -2.0643 -0.060 -0.323 0.590 0.000
H 0.1628 -2.2039 -3.9092 0.248 -0.173 -0.396 -0.001
H -3.4906 -0.0123 -2.8655 0.632 0.445 -1.119 0.000
H -4.0111 2.1488 -4.1014 0.788 -0.538 -0.039 0.000
H -2.4173 3.2944 -5.4223 0.799 -0.997 0.277 0.000
H -0.0292 2.2436 -5.6984 0.048 0.228 -0.069 0.000
H 0.4423 0.2232 -4.4329 0.459 -0.090 -0.600 0.000
C -3.5412 2.6975 -0.2295 1.929 -0.075 -0.399 0.000
N -3.3897 1.2319 -0.2251 -0.623 1.283 0.186 0.000
C -4.5263 0.5729 -0.5075 -1.408 -0.038 -0.131 0.000
C -4.6798 -0.7428 -0.3634 2.031 -1.142 0.598 0.000
C -3.4461 -1.4545 0.0417 -0.293 -0.201 -0.235 0.000
N -2.2982 -0.7768 0.2692 -0.536 0.220 0.126 -0.002
C -2.2574 0.5794 0.2367 -1.316 -0.851 -1.301 -0.003
O -1.2214 1.1816 0.4355 1.350 0.610 0.464 -0.003
N -3.3297 -2.7764 0.1831 1.162 2.252 0.726 0.000
H -4.3919 2.9600 -0.8505 0.227 0.051 -0.145 0.000
H -2.5839 3.1404 -0.6007 -0.967 -0.197 0.186 0.000
H -3.7111 3.0482 0.7719 -0.063 0.221 0.510 0.000
H -5.3752 1.1895 -0.8451 0.586 -0.330 0.217 0.000
H -5.6076 -1.2285 -0.5465 -0.362 -0.408 -0.166 0.000
H -3.9440 -3.3867 -0.2553 -1.249 -1.196 -0.750 0.000
H -2.3540 -3.0546 0.3877 -0.385 -0.509 0.062 0.001
C 1.3085 -0.3491 5.3302 1.196 -0.151 0.562 0.000
C 1.0080 -1.0506 3.9846 -0.507 1.762 0.428 -0.002
C 1.6531 -2.3868 3.8683 -0.130 -1.922 -0.281 0.000
C -0.5148 -1.2504 3.9160 0.524 -0.871 -0.504 0.001
Sb 1.7700 0.2136 2.2130 0.405 -0.611 0.755 0.005
C 3.9735 -0.0529 2.2467 -0.013 0.583 0.470 0.000
C 4.6284 0.1445 3.6451 -0.428 -0.037 -0.022 0.000
C 4.2642 -1.4914 1.8655 0.113 -0.194 -0.392 0.000
C 4.4322 0.9592 1.1375 0.052 0.140 1.978 0.000
C 1.6702 2.3457 2.7096 -0.858 0.640 -0.323 0.000
C 1.6190 3.1629 1.3773 0.535 0.367 1.321 0.000
C 0.3280 2.4695 3.4278 -1.648 0.395 0.290 0.000
C 2.7283 2.9665 3.6390 0.363 -0.958 -0.034 0.000
H 1.2694 -1.0465 6.1912 -0.668 0.024 -0.385 0.000
H 0.6820 0.5434 5.5610 0.488 -0.803 -0.250 0.000
H 2.3830 -0.0756 5.4044 -0.592 0.306 -0.305 0.000
H 1.1367 -3.1841 4.4673 0.205 0.806 -0.243 0.000
H 2.6917 -2.4812 4.1037 0.711 0.479 0.647 0.000
H 1.6538 -2.7827 2.8515 -0.402 0.094 -0.163 0.000
H -0.7612 -2.0274 4.6435 -0.031 -0.252 -0.084 0.000
H -0.9137 -1.5615 2.9396 0.233 -0.022 0.202 0.000
H -1.0519 -0.4100 4.2560 -0.593 1.366 0.149 0.000
H 4.1651 -0.5313 4.3941 0.269 0.272 -0.485 0.000
H 4.5894 1.1594 4.0736 0.036 -0.431 -0.383 0.000
H 5.6742 -0.1659 3.5534 0.060 0.146 0.101 0.000
H 3.8462 -2.1594 2.5973 -0.090 -0.290 0.277 0.000
H 5.3430 -1.6571 1.9111 0.140 -0.005 -0.292 0.000
H 3.8581 -1.8388 0.9114 0.183 0.318 0.003 0.000
H 4.5524 2.0064 1.5085 -0.236 -0.833 -0.250 0.000
H 3.6547 0.9063 0.4262 -0.683 0.414 -1.323 0.000
H 5.3430 0.6826 0.6423 0.657 -0.373 -0.094 0.000
H 0.9645 2.7982 0.6172 -0.657 -0.400 -0.238 0.000
H 2.5941 3.2767 0.9376 0.649 -0.334 -0.238 0.000
H 1.3646 4.1989 1.6237 -0.410 -0.003 0.080 0.000
H -0.6097 2.4133 2.8042 1.133 0.110 0.193 0.000
H 0.3161 3.4077 3.9821 -0.182 0.580 -0.337 0.000
H 0.1292 1.7882 4.2591 0.442 -0.414 -0.345 0.000
H 3.7184 2.7209 3.2567 0.051 0.433 0.023 0.000
H 2.6702 2.4716 4.6147 -0.024 0.214 0.034 0.000
H 2.6517 4.0628 3.7937 -0.284 -0.559 -0.336 0.000
```
Forces are in eV/Å.

## Properties
Charge: 0
Calculated total energy: -6224.771320 a.u.
Spin multiplicity: 3
E_HOMO (alpha / beta): -7.22 / -7.20 eV